(1)
Here is a cluster of 13 separate species, C44H90Br2N2O24S10 in total at a distorted geometry from the Open Molecules 2025 dataset. Energies are from the ωB97M-V functional and the def2-TZVPD basis.

Each line ends with the Löwdin charge.
Atoms and positions in Å:
C -3.97705 0.80703 -6.41095  0.03
N -2.61206 0.36329 -6.09210  -0.43
O -2.39478 -0.81725 -6.34635  0.04
O -1.81678 1.17062 -5.62222  0.05
H -4.27042 0.21755 -7.23826  0.09
H -3.88561 1.85506 -6.53451  0.08
H -4.54672 0.55852 -5.51284  0.04
C 0.50353 4.08982 2.94349  0.07
N 1.89413 4.75578 3.14510  -0.42
O 2.12825 5.74736 2.45558  0.03
O 2.50939 4.39654 4.12762  0.05
H -0.07640 4.64681 3.67767  0.11
H 0.63954 3.02478 3.16613  0.07
H 0.34383 4.31325 1.91311  0.06
C 5.66689 4.20148 0.80165  -0.16
C 6.29524 3.52921 2.04318  -0.21
C 5.40634 2.42638 2.59310  -0.24
S 4.30459 2.03361 1.29537  0.63
O 2.94778 2.45344 1.51556  -0.32
O 4.37132 0.59343 1.01125  -0.34
C 5.02408 2.98502 0.05938  -0.24
H 6.40245 4.61962 0.10830  0.12
H 4.92077 4.99089 1.05108  0.13
H 6.40019 4.23083 2.88739  0.12
H 7.29724 3.15226 1.91176  0.11
H 4.64306 2.65037 3.41563  0.12
H 5.87720 1.48906 2.88886  0.11
H 4.30708 3.21806 -0.75204  0.10
H 5.86602 2.37276 -0.25402  0.11
C -1.05380 -4.91049 -3.25966  -0.19
C -0.59772 -6.31288 -2.82957  -0.21
C 0.87426 -6.45999 -3.33596  -0.20
S 1.47262 -4.82184 -3.32226  0.60
O 1.63730 -4.41022 -4.68929  -0.31
O 2.59815 -4.62415 -2.46096  -0.30
C 0.10695 -4.06359 -2.65484  -0.27
H -2.05548 -4.49455 -2.85523  0.14
H -1.11354 -4.84364 -4.37095  0.13
H -1.28050 -7.04014 -3.19909  0.10
H -0.70411 -6.32587 -1.72824  0.12
H 0.87051 -6.87346 -4.38931  0.14
H 1.47845 -7.02514 -2.67092  0.09
H 0.18284 -3.02579 -2.98012  0.06
H 0.15493 -4.13659 -1.56195  0.12
C 0.47870 4.05559 -2.33686  -0.24
C 0.13884 4.81627 -1.07915  -0.23
C 1.49479 5.37268 -0.56307  -0.20
S 2.39315 5.81822 -2.09696  0.69
O 3.64010 5.07661 -2.10329  -0.34
O 2.44671 7.25663 -2.25198  -0.33
C 1.23102 5.03325 -3.26737  -0.20
H -0.39049 3.66491 -2.83803  0.09
H 1.16731 3.16411 -2.03788  0.13
H -0.48069 4.33910 -0.31554  0.09
H -0.46531 5.65304 -1.41941  0.11
H 2.12690 4.56647 -0.07621  0.10
H 1.52495 6.28549 0.04168  0.09
H 1.79390 4.54052 -4.07913  0.11
H 0.55840 5.76842 -3.78485  0.12
C 2.48544 -1.25653 -6.09460  -0.19
C 3.77547 -1.71777 -5.28609  -0.16
C 3.79971 -0.86757 -3.89942  -0.15
S 1.99478 -0.66891 -3.54426  0.66
O 1.83091 0.76326 -3.28703  -0.35
O 1.61507 -1.47565 -2.47656  -0.31
C 1.29461 -1.27387 -5.14683  -0.18
H 2.28714 -1.83599 -6.95500  0.10
H 2.74846 -0.29365 -6.40348  0.09
H 4.67455 -1.45227 -5.85887  0.10
H 3.82242 -2.77658 -5.12998  0.08
H 4.23251 0.11151 -4.05804  0.09
H 4.20065 -1.42015 -3.03387  0.10
H 0.49457 -0.56502 -5.38125  0.09
H 0.97813 -2.30173 -4.90913  0.07
C 0.09360 1.16237 0.01413  -0.17
C 0.42609 -0.25742 0.50145  -0.17
C -0.80121 -1.10432 0.22549  -0.18
S -1.69535 -0.36072 -1.14618  0.72
O -3.01636 0.07469 -0.66902  -0.38
O -1.66935 -1.28399 -2.27986  -0.33
C -0.70074 1.10696 -1.35389  -0.20
H 0.96560 1.85886 -0.15008  0.12
H -0.64857 1.62017 0.58938  0.06
H 0.77811 -0.21236 1.52325  0.09
H 1.30882 -0.42414 -0.16658  0.12
H -1.54039 -1.12554 1.06274  0.09
H -0.53687 -2.09857 -0.05349  0.08
H -1.38286 1.97406 -1.44703  0.08
H -0.13554 0.94964 -2.23277  0.05
C -4.55498 4.07540 -1.11279  -0.20
C -3.26267 3.97974 -1.94660  -0.19
C -3.44044 2.65504 -2.71326  -0.24
S -5.07162 2.80461 -3.37657  0.66
O -5.68877 1.56943 -3.01424  -0.32
O -5.01905 3.30167 -4.72842  -0.31
C -5.62502 4.07767 -2.20966  -0.21
H -4.62256 4.95809 -0.42958  0.13
H -4.67255 3.17993 -0.50198  0.11
H -2.38532 3.95306 -1.30660  0.08
H -3.24220 4.78431 -2.72065  0.14
H -3.43328 1.82117 -2.05075  0.05
H -2.74182 2.50974 -3.53417  0.10
H -6.62433 3.82190 -2.00403  0.08
H -5.51489 5.04857 -2.71104  0.11
C 3.27889 -3.00822 0.49494  -0.21
C 2.79495 -4.36868 0.98264  -0.18
C 3.15532 -4.52688 2.49095  -0.20
S 4.70229 -3.66583 2.66674  0.73
O 5.70797 -4.76887 2.68511  -0.37
O 4.66501 -2.62669 3.69318  -0.35
C 4.67622 -2.86977 1.04402  -0.22
H 2.66869 -2.17752 0.82951  0.10
H 3.17356 -2.99188 -0.57382  0.08
H 3.27407 -5.09349 0.32718  0.11
H 1.76715 -4.57423 0.94024  0.08
H 3.31830 -5.44699 2.94538  0.08
H 2.47577 -3.94732 3.14927  0.07
H 5.41022 -3.44193 0.38649  0.13
H 5.05889 -1.84683 1.20361  0.08
C 3.23504 0.33064 5.32990  -0.17
C 1.86129 0.89196 4.82045  -0.20
C 1.19367 -0.26751 4.12938  -0.23
S 1.33625 -1.60530 5.33289  0.67
O 1.38489 -2.86922 4.62750  -0.34
O 0.34079 -1.35532 6.34151  -0.32
C 2.89346 -1.06493 6.01591  -0.19
H 3.65984 0.96725 6.01043  0.07
H 3.94725 0.24086 4.53356  0.09
H 2.10029 1.74185 4.11992  0.09
H 1.22808 1.28033 5.69985  0.15
H 1.78600 -0.57028 3.31421  0.08
H 0.17941 -0.11235 3.83054  0.08
H 3.58212 -1.89476 5.82400  0.08
H 2.73355 -0.82007 7.12267  0.13
C -3.01594 -5.39238 3.44518  -0.19
C -2.26750 -5.38985 4.84621  -0.19
C -1.55747 -4.04001 5.01157  -0.23
S -1.58353 -3.25548 3.41095  0.69
O -0.56103 -3.80152 2.52571  -0.31
O -1.69633 -1.77674 3.43730  -0.36
C -3.18962 -3.91196 3.00601  -0.25
H -3.96928 -5.95343 3.47123  0.11
H -2.27782 -5.78580 2.66436  0.13
H -1.54110 -6.14333 4.96841  0.09
H -2.88944 -5.56856 5.76662  0.13
H -0.58037 -4.10804 5.45409  0.09
H -2.12787 -3.35903 5.63774  0.11
H -3.35321 -3.79308 1.90230  0.08
H -3.98913 -3.36518 3.55405  0.12
C -5.36413 2.27948 3.03117  -0.19
C -4.81935 0.87360 3.18694  -0.20
C -3.38428 0.85913 2.55110  -0.22
S -2.70769 2.44433 2.86476  0.66
O -2.26169 3.10636 1.64980  -0.33
O -1.74946 2.41701 3.94682  -0.32
C -4.17834 3.18464 3.51049  -0.21
H -6.21254 2.48836 3.65294  0.11
H -5.46722 2.32902 1.95702  0.11
H -5.43505 0.14604 2.65132  0.10
H -4.70985 0.58937 4.25982  0.13
H -3.43235 0.80448 1.47315  0.07
H -2.76995 0.00990 2.86168  0.08
H -4.24435 4.23954 3.21820  0.12
H -4.24640 3.04784 4.52945  0.08
Br -5.07919 -1.96822 -4.37436  0.75
C -4.73289 -1.64202 -2.52300  -0.72
C -5.85111 -2.34444 -1.80145  -0.60
Br -5.36764 -2.27886 0.14174  0.61
H -4.70126 -0.59858 -2.34097  0.01
H -3.77073 -2.13584 -2.48513  0.01
H -5.89508 -3.39842 -1.93469  0.03
H -6.78716 -1.85410 -1.77104  0.04

Calculated values
Net charge = 0
Molecular weight = 1511.7 g/mol
E = -12775.34821 hartree
E_LUMO = 0.110 eV

(2)
Here is a cluster of 2 separate species, Cl2HISi in total at a distorted geometry from the Open Molecules 2025 dataset. Energies are from the ωB97M-V functional and the def2-TZVPD basis.

Each line ends with the natural charge from an NBO analysis.
Atoms and positions in Å:
Si 2.70689 1.58654 -0.88375  0.79
Cl 1.72019 2.58935 0.52946  -0.43
Cl -1.14011 0.73870 -0.19929  -0.30
I 2.67764 -0.78458 0.08444  -0.36
H -0.27697 -0.16931 -0.77279  0.29

Calculated values
Net charge = 0
Molecular weight = 226.9 g/mol
Relative energy (zero: lowest compared OMol25 entry of this formula, charge and spin) = 38.16 kcal per mole
E = -1508.21507 hartree
E_LUMO = -1.270 eV

Number 1: HOMO -9.5 eV. Number 2: HOMO -9.4 eV.